144
Properties=species:S:1:pos:R:3:forces:R:3:lowdin_charge:R:1 method="wB97M-V/def2-TZVPD" e_tot_ha=-11196.3399 largest_force_ha_per_bohr=0.077 spin_multiplicity=1
C 0.611 3.394 5.515 -1.83 -0.31 1.15 -0.0450
C 1.348 3.798 4.289 0.70 0.55 -0.39 -0.2980
C 2.775 4.320 4.613 0.77 0.04 -0.86 -0.1921
O 2.664 5.302 5.592 -0.62 0.93 1.06 -0.1740
C 3.729 6.233 5.680 0.82 -1.21 -0.22 -0.0826
N 1.428 2.633 3.370 0.19 -0.77 -0.77 0.2190
H 0.559 2.157 3.146 -0.75 0.35 -0.04 0.1268
H 1.902 2.730 2.462 0.02 0.74 -0.02 0.1066
H 1.963 1.840 3.754 0.31 0.31 0.57 0.0974
H 0.317 4.272 6.079 0.27 0.32 0.08 0.0842
H 1.245 2.825 6.160 0.44 -0.57 0.48 0.0852
H -0.374 2.837 5.441 1.23 0.41 -0.70 0.1129
H 0.852 4.647 3.826 -0.22 -0.27 -0.52 0.1519
H 3.295 4.743 3.734 -0.62 -0.19 -0.08 0.1078
H 3.462 3.542 4.944 -0.17 -0.59 0.25 0.1345
H 3.733 6.798 6.583 -1.06 0.55 0.68 0.0776
H 3.793 6.873 4.822 -0.15 0.42 -0.57 0.0873
H 4.693 5.742 5.797 0.27 -0.57 -0.46 0.0895
C -0.605 3.683 -2.949 -0.59 -0.06 -1.23 -0.0239
C 0.233 2.460 -3.289 2.59 1.85 2.39 -0.2353
C 1.589 3.079 -3.675 0.88 -1.50 -1.81 -0.1938
O 2.642 2.098 -3.650 -0.53 0.50 0.68 -0.1992
C 3.863 2.718 -4.006 -0.25 0.79 -0.25 -0.0982
N 0.621 1.749 -1.974 -1.52 1.24 0.34 0.2293
H 1.417 1.199 -2.134 1.83 -1.16 -0.56 0.0796
H 0.939 2.530 -1.318 -0.82 -1.68 -0.42 0.1632
H -0.063 1.046 -1.583 0.16 1.46 0.18 0.1223
H -0.076 4.635 -3.183 -0.68 -0.70 -0.04 0.1053
H -0.859 3.687 -1.929 -0.11 0.10 1.58 0.0622
H -1.568 3.578 -3.437 -0.08 0.49 -0.44 0.0662
H -0.194 1.779 -3.963 -0.33 -0.86 -0.76 0.1038
H 1.857 3.910 -3.028 -0.08 0.11 0.22 0.1088
H 1.592 3.403 -4.734 -0.58 0.41 0.47 0.1436
H 3.686 3.281 -4.941 0.35 -0.15 0.14 0.0895
H 4.560 1.923 -4.196 0.46 -0.21 0.01 0.0832
H 4.260 3.447 -3.256 -0.42 -0.69 -0.24 0.0995
C -1.685 -1.287 -1.755 -0.84 -1.08 -0.37 -0.0378
C -1.683 -2.732 -2.336 -1.00 0.83 1.09 -0.2752
C -3.103 -3.311 -2.316 0.97 -0.92 -0.38 -0.1691
O -3.085 -4.552 -3.071 -1.33 1.05 0.12 -0.1880
C -4.454 -4.863 -3.399 0.18 -1.31 0.23 -0.0896
N -1.093 -2.856 -3.683 -0.95 2.15 -1.17 0.2247
H -0.087 -2.946 -3.578 1.20 -0.35 0.24 0.0895
H -1.482 -3.671 -4.174 -0.09 0.38 0.08 0.1637
H -1.262 -1.935 -4.187 -0.07 -1.46 0.24 0.1530
H -2.040 -1.367 -0.734 0.03 -0.01 -0.39 0.0444
H -2.382 -0.627 -2.293 0.86 -0.34 -0.06 0.0530
H -0.672 -0.940 -1.661 0.28 0.47 -0.42 0.0479
H -1.012 -3.291 -1.692 -0.25 -0.45 0.08 0.1163
H -3.900 -2.668 -2.677 0.26 0.49 -0.58 0.1226
H -3.386 -3.494 -1.296 0.07 -0.34 0.50 0.0824
H -4.471 -5.904 -3.743 0.17 0.29 -0.25 0.0888
H -4.919 -4.220 -4.155 0.43 0.16 0.09 0.0939
H -5.095 -4.887 -2.510 0.21 0.38 0.09 0.0917
C -4.086 2.983 -1.007 0.63 1.51 0.06 -0.0228
C -4.922 1.750 -0.701 -0.45 1.18 -0.33 -0.3380
C -6.177 1.540 -1.505 0.09 1.95 -0.16 -0.2320
O -6.740 0.339 -1.114 -0.39 -0.30 -0.55 -0.1591
C -8.080 0.338 -1.576 -0.31 -2.46 -0.34 -0.0855
N -4.109 0.560 -0.846 0.85 0.34 0.30 0.2092
H -3.867 0.405 -1.812 0.41 -0.02 -0.63 0.1012
H -3.296 0.628 -0.224 0.81 -0.02 -0.42 0.1025
H -4.617 -0.219 -0.516 -0.99 -1.51 0.40 0.0999
H -3.571 2.975 -1.997 -0.34 -0.41 0.69 0.0826
H -3.324 3.055 -0.187 -0.39 0.02 -0.91 0.0913
H -4.629 3.980 -1.002 0.16 -1.45 0.19 0.1088
H -5.168 1.763 0.336 -0.45 0.14 0.89 0.1491
H -5.914 1.544 -2.572 -0.18 -0.03 -0.03 0.1287
H -6.889 2.404 -1.326 0.76 -0.73 -0.08 0.1552
H -8.668 0.761 -0.801 -0.93 0.34 0.59 0.0809
H -8.402 -0.721 -1.806 0.39 1.06 0.60 0.1154
H -8.240 0.871 -2.499 0.30 0.45 -0.40 0.0842
C 5.806 0.497 -0.285 -2.03 -0.21 0.75 -0.0118
C 4.754 -0.617 -0.477 1.46 -0.05 -0.26 -0.2851
C 5.443 -1.923 -0.093 -0.93 0.35 -0.67 -0.2265
O 4.503 -2.959 -0.074 0.70 -1.47 0.68 -0.1729
C 5.141 -4.175 0.435 0.82 0.54 -1.75 -0.0539
N 3.566 -0.419 0.372 0.04 0.47 0.81 0.2496
H 3.297 0.543 0.375 -0.66 1.32 -0.57 0.1130
H 2.758 -0.977 0.130 -0.41 -0.37 -0.63 0.1117
H 3.706 -0.530 1.384 0.51 -0.74 0.08 0.1307
H 5.934 0.664 0.773 -0.21 0.47 0.55 0.0932
H 5.527 1.418 -0.788 0.32 -0.01 0.01 0.0703
H 6.731 0.084 -0.547 1.45 -0.24 -1.08 0.0654
H 4.445 -0.606 -1.529 -0.31 -0.32 0.35 0.1605
H 5.878 -1.848 0.886 0.46 0.39 0.71 0.1302
H 6.236 -2.104 -0.819 0.13 -0.11 -0.11 0.1363
H 4.866 -4.969 -0.246 -0.62 -0.36 0.20 0.0838
H 4.946 -4.401 1.468 -0.45 0.15 0.42 0.0808
H 6.250 -4.159 0.290 -0.66 0.47 0.27 0.0962
C 0.335 -3.450 4.449 0.46 1.70 -0.12 -0.0232
C 0.605 -3.486 2.915 0.48 -1.78 1.53 -0.3115
C -0.215 -4.659 2.301 -0.11 2.92 -1.49 -0.1127
O 0.192 -4.800 0.887 -0.52 0.65 2.57 -0.2369
C -0.757 -5.515 0.124 1.31 -1.74 1.93 -0.0703
N 0.490 -2.160 2.258 -0.08 -1.94 -2.17 0.2375
H 1.078 -1.463 2.731 -0.02 0.17 -0.18 0.1066
H 0.657 -2.335 1.193 0.29 0.78 1.60 0.1562
H -0.459 -1.877 2.312 -1.39 0.87 0.23 0.0997
H -0.701 -3.210 4.804 0.70 -0.22 -0.78 0.0966
H 1.014 -2.627 4.856 -0.84 -1.37 -0.12 0.0943
H 0.606 -4.440 4.811 0.13 0.19 0.32 0.0800
H 1.661 -3.746 2.832 0.08 0.03 -0.16 0.1480
H -1.276 -4.318 2.458 0.57 -0.76 -0.76 0.1222
H -0.043 -5.573 2.836 0.23 -0.42 0.26 0.1245
H -1.076 -6.361 0.772 -0.24 0.20 -0.72 0.1082
H -0.123 -5.908 -0.647 -0.53 -0.23 -1.11 0.0984
H -1.580 -4.910 -0.116 -1.14 0.69 -0.78 0.0577
B 2.967 -0.429 4.073 -1.24 0.31 0.87 -1.2470
F 1.489 -0.479 4.192 1.06 -0.30 -0.73 0.0306
F 3.250 0.929 3.993 0.59 0.53 -1.06 0.1341
F 3.532 -0.860 5.192 0.59 -1.20 1.73 0.2185
F 3.426 -1.218 3.005 -0.47 0.29 -0.67 0.1220
As -3.857 -2.482 1.640 -1.89 1.08 -0.59 0.8754
F -3.811 -4.203 1.612 0.16 0.28 0.18 -0.2250
F -5.345 -2.429 2.581 1.33 -0.39 -0.74 -0.2425
F -4.025 -0.670 1.568 0.58 -1.09 -0.02 -0.2768
F -2.354 -2.369 0.733 -0.37 -0.40 0.43 -0.2594
F -4.770 -2.546 0.040 0.91 0.45 1.85 -0.2872
F -2.810 -2.368 3.037 -0.62 -0.05 -0.10 -0.2453
As 3.776 4.217 0.517 1.72 -2.20 0.53 0.6632
F 4.808 4.420 1.865 0.17 0.09 0.90 -0.2304
F 4.136 5.792 0.060 -0.40 1.06 -1.05 -0.1940
F 2.812 3.658 -0.802 -0.72 0.67 -0.88 -0.2371
F 3.397 2.587 1.188 0.30 -0.39 -0.02 -0.2935
F 2.416 4.714 1.366 -1.67 0.84 0.77 -0.2057
F 5.134 3.623 -0.353 0.31 -0.35 -0.39 -0.2386
As -3.105 0.447 -5.200 0.67 -0.42 0.42 0.8274
F -1.592 0.291 -4.097 -1.39 0.36 -1.39 -0.3138
F -2.992 2.143 -5.073 0.19 0.39 -0.03 -0.2251
F -4.474 0.496 -6.257 0.01 -0.03 0.94 -0.2296
F -3.141 -1.277 -5.055 -0.19 -0.23 -0.20 -0.2414
F -4.117 0.507 -3.697 0.49 -0.14 -0.77 -0.2849
F -2.140 0.386 -6.642 0.25 -0.01 0.88 -0.2378
O -1.232 0.623 2.286 0.03 -0.12 -1.35 0.0189
C -0.665 0.812 0.974 1.43 0.64 1.78 -0.7161
O -1.400 0.981 -0.011 -0.61 -0.22 0.26 -0.0369
O 0.589 0.881 1.051 -0.91 -0.29 -0.38 -0.0296
H -2.189 0.468 2.225 0.10 0.02 -0.17 0.0671
O 1.320 -2.844 -0.419 -0.17 -2.09 -0.97 -0.0110
C 1.407 -2.435 -1.744 0.12 2.08 -1.80 -0.7141
O 1.505 -1.161 -1.913 0.13 -2.55 0.82 -0.0571
O 1.323 -3.326 -2.649 0.06 0.97 1.69 -0.0373
H 1.158 -3.858 -0.465 0.48 2.31 0.53 0.1340

***

58
Properties=species:S:1:pos:R:3:forces:R:3:lowdin_charge:R:1 method="wB97M-V/def2-TZVPD" e_tot_ha=-2082.6845 largest_force_ha_per_bohr=0.050 spin_multiplicity=1 smiles="[H]/N=C(/N)c1cc2c(Cl)ccc(OC(C)C)c2s1.CNC(=O)[C@@H](NC(C)=O)C(C)C"
H -1.711 -1.726 -1.164 0.37 -0.03 0.04 0.0312
N -1.534 -2.494 -0.524 -0.31 0.51 -0.34 0.1113
C -0.315 -2.886 -0.423 -2.55 0.34 -0.13 -0.5392
N -0.184 -3.921 0.436 1.63 -0.82 0.39 0.1077
C 0.797 -2.315 -1.165 1.24 1.13 -1.09 -0.4226
C 0.728 -1.248 -2.038 0.59 -0.87 0.56 -0.0347
C 2.014 -0.931 -2.642 -1.31 0.13 0.28 -0.2672
C 2.288 0.077 -3.573 1.04 0.19 -0.44 -0.5987
Cl 1.031 1.144 -4.151 0.23 -0.28 0.19 0.6773
C 3.594 0.221 -4.047 -0.89 -0.14 0.33 -0.0899
C 4.611 -0.636 -3.605 -0.28 -0.58 0.55 -0.0071
C 4.340 -1.660 -2.672 0.81 0.26 -0.51 -0.2446
O 5.265 -2.561 -2.193 -0.70 0.34 -0.41 -0.0479
C 6.532 -2.695 -2.853 0.81 -0.03 0.32 -0.4276
C 7.539 -1.707 -2.257 -0.21 0.10 -0.13 -0.0406
C 7.017 -4.126 -2.639 -0.38 -0.02 -0.01 -0.0427
C 3.028 -1.776 -2.198 0.21 -0.48 0.36 -0.3795
S 2.434 -2.955 -1.038 -0.13 0.50 -0.42 1.0988
H 0.662 -4.475 0.385 -0.41 -0.11 0.23 0.0732
H -1.063 -4.352 0.699 0.45 0.06 -0.08 0.1078
H -0.180 -0.698 -2.265 0.20 -0.13 0.07 0.1019
H 3.813 1.004 -4.766 0.00 -0.13 0.11 0.1068
H 5.606 -0.484 -4.004 -0.05 -0.12 0.11 0.1046
H 6.437 -2.530 -3.932 -0.28 0.11 0.09 0.1388
H 8.508 -1.808 -2.754 -0.11 0.00 0.04 0.0861
H 7.673 -1.902 -1.189 -0.05 -0.02 -0.13 0.0894
H 7.197 -0.676 -2.376 0.07 -0.07 0.05 0.0719
H 7.134 -4.335 -1.571 -0.02 0.04 -0.12 0.0870
H 7.979 -4.281 -3.134 -0.12 0.09 0.06 0.0853
H 6.295 -4.834 -3.056 0.10 0.05 0.07 0.0840
C -7.500 2.250 3.383 0.46 -0.05 0.19 -0.0545
N -6.227 2.303 2.667 -0.66 0.08 -0.87 0.0219
C -5.029 2.193 3.255 0.68 -0.03 1.09 -0.4761
O -4.907 2.038 4.465 0.02 0.01 -0.18 0.0563
C -3.801 2.262 2.344 0.10 0.02 -0.17 -0.1939
N -2.757 3.116 2.941 -1.01 -1.22 0.48 0.1184
C -2.162 4.131 2.313 0.29 1.15 -1.21 -0.5609
C -1.147 4.921 3.106 -0.06 -0.14 -0.01 -0.0001
O -2.409 4.441 1.155 -0.14 -0.21 0.02 0.0334
C -3.245 0.862 2.001 -0.08 -0.36 -0.64 -0.3574
C -4.328 -0.167 1.644 0.14 0.25 0.56 -0.0647
C -2.298 0.949 0.798 0.21 0.22 0.59 -0.0638
H -7.543 1.348 3.996 -0.01 0.11 -0.03 0.0870
H -7.590 3.119 4.038 -0.07 -0.09 0.02 0.0866
H -8.333 2.245 2.678 0.23 0.01 -0.03 0.0833
H -6.250 2.445 1.669 -0.01 0.01 0.15 0.1352
H -4.129 2.716 1.409 0.33 0.26 -0.07 0.1422
H -2.531 2.954 3.911 -0.19 -0.12 -0.01 0.1477
H -0.723 5.692 2.464 -0.09 -0.15 0.07 0.0838
H -1.640 5.386 3.958 0.11 0.02 0.16 0.0821
H -0.359 4.253 3.448 0.10 0.06 0.19 0.0806
H -2.690 0.483 2.860 0.00 0.08 0.16 0.1418
H -4.962 -0.366 2.508 -0.20 -0.03 -0.08 0.0765
H -4.935 0.195 0.814 -0.11 -0.06 -0.07 0.0813
H -3.854 -1.106 1.354 -0.03 0.07 -0.07 0.0752
H -2.833 1.303 -0.083 0.01 0.03 -0.07 0.0889
H -1.872 -0.033 0.597 -0.01 -0.05 -0.06 0.0536
H -1.479 1.634 1.014 0.05 0.10 -0.18 0.0747

***

51
Properties=species:S:1:pos:R:3:forces:R:3:lowdin_charge:R:1 method="wB97M-V/def2-TZVPD" e_tot_ha=-3535.1787 largest_force_ha_per_bohr=0.046 spin_multiplicity=1 charge=-1 e_above_lowest_kcal_mol=0.0
Br -0.462 1.070 2.988 -0.29 -0.63 -0.29 -0.0798
C 2.444 -1.831 0.850 -0.81 -0.50 -0.15 -0.0535
C 2.937 -0.455 0.385 0.64 0.14 2.26 -0.4075
C 2.329 0.181 -0.825 -0.47 0.24 -0.94 -0.1986
O 3.090 1.339 -1.236 0.05 0.01 -0.73 -0.1855
C 2.773 1.662 -2.591 0.55 0.44 0.20 -0.1209
N 2.860 0.443 1.568 -0.11 0.66 -1.13 0.0436
H 2.113 -2.509 0.064 0.02 0.14 -0.34 0.0602
H 1.600 -1.725 1.531 -0.44 0.46 -0.30 0.0603
H 3.072 -2.442 1.498 0.94 0.51 -0.28 0.0707
H 4.010 -0.421 0.199 0.20 -0.65 -0.41 0.1297
H 1.334 0.611 -0.708 -0.47 -0.68 0.40 0.1088
H 2.319 -0.567 -1.619 -0.10 -0.02 -0.41 0.1156
H 3.175 2.615 -2.933 0.77 0.15 0.74 0.0769
H 1.724 1.872 -2.795 -0.49 -0.90 0.26 0.0752
H 3.232 0.916 -3.240 -0.49 -0.28 -0.26 0.0829
H 1.900 0.553 1.862 -0.78 -0.84 0.59 -0.0533
H 2.870 1.314 1.057 0.98 1.11 0.50 0.0526
C -1.151 -2.576 0.520 0.88 -1.01 0.17 -0.0722
C -1.479 -1.406 -0.336 -0.09 0.40 -0.22 -0.4288
C -1.672 -1.722 -1.829 0.72 -0.34 0.23 -0.1663
O -0.351 -2.083 -2.304 -0.05 0.21 -1.40 -0.2127
C -0.224 -2.371 -3.744 -0.29 0.10 1.73 -0.0731
N -2.611 -0.770 0.308 -1.21 0.18 -0.63 0.0357
H -1.004 -2.218 1.539 0.42 -0.07 0.01 0.0769
H -0.285 -3.122 0.146 0.12 -0.06 0.25 0.0698
H -1.985 -3.274 0.585 -0.23 -0.10 -0.27 0.0797
H -0.688 -0.656 -0.301 0.31 -0.12 0.01 0.1256
H -2.119 -0.859 -2.322 0.34 0.26 -0.28 0.1048
H -2.354 -2.554 -2.006 -0.17 -0.32 0.14 0.1181
H -0.786 -3.280 -3.956 -0.41 0.19 -0.33 0.0763
H 0.808 -2.608 -4.005 0.17 0.14 0.61 0.0750
H -0.492 -1.505 -4.349 -0.44 -0.07 -0.01 0.0792
H -3.284 -1.485 0.546 -0.28 -0.17 -0.02 0.0889
H -2.302 -0.414 1.201 0.40 0.33 0.39 0.0295
O 1.924 2.393 4.564 0.91 0.67 0.53 -0.1452
H 1.778 2.093 5.461 -0.11 -0.08 0.11 0.0077
H 1.485 1.741 4.018 -0.57 -0.31 -0.42 -0.1707
O -2.624 0.093 5.544 -0.50 -0.30 0.72 -0.1167
H -3.251 0.086 4.821 0.05 0.13 -0.24 0.0088
H -1.766 0.108 5.118 0.47 0.26 -0.53 -0.0905
C -1.075 2.487 -0.463 -1.00 0.50 -1.10 -0.2559
C -2.513 2.046 -0.828 1.18 0.47 0.39 -0.2856
O -3.280 1.833 0.294 -1.01 0.21 0.52 -0.0848
O -1.105 3.779 0.136 0.25 0.01 -0.01 -0.0675
H -0.619 2.562 -1.450 0.69 -0.05 -0.19 0.0969
H -0.491 1.816 0.167 -0.44 -0.12 0.17 0.0423
H -2.464 1.133 -1.422 0.10 -0.09 -0.32 0.0828
H -3.010 2.827 -1.403 0.31 0.27 -0.43 0.1101
H -3.360 0.877 0.272 -0.18 -0.61 0.57 0.0135
H -0.970 4.404 -0.579 -0.06 0.14 0.16 0.0713

***

51
Properties=species:S:1:pos:R:3:forces:R:3:lowdin_charge:R:1 method="wB97M-V/def2-TZVPD" e_tot_ha=-1448.4513 largest_force_ha_per_bohr=0.377 spin_multiplicity=1 smiles=CCN(CC)CCSc1nnc(Nc2ccccc2)n1-c1ccccc1 e_above_lowest_kcal_mol=387.0
C 0.243 -4.884 0.825 -9.74 -2.18 1.23 -0.0320
C -0.760 -4.716 2.256 12.94 2.57 0.06 -0.1685
N -0.800 -3.317 2.569 -0.41 -0.96 0.93 -0.1761
C -2.037 -3.098 3.249 0.23 -8.12 2.01 -0.2141
C -2.163 -3.841 4.694 -7.33 -5.79 -7.10 -0.0238
C 0.453 -2.559 3.146 -2.65 -4.36 -11.68 -0.1689
C 0.263 -1.265 2.427 5.51 1.20 0.10 -0.3467
S 0.657 -1.378 0.471 -1.13 1.58 2.46 0.9363
C 0.477 0.421 0.232 0.18 -4.07 10.27 -0.5236
N 0.340 1.359 1.436 1.43 -2.87 -7.95 0.0942
N 0.491 2.433 0.600 -2.37 4.54 4.80 -0.0042
C 0.347 2.299 -0.640 2.74 1.84 -1.04 -0.3779
N 0.610 3.259 -1.615 -0.49 -4.16 -2.83 0.1295
C 0.459 4.610 -1.370 1.63 -6.44 -18.21 -0.3155
C 0.576 5.367 -2.670 -0.26 -9.40 4.97 -0.0534
C 0.387 6.552 -2.732 0.57 12.41 2.28 -0.1229
C 0.449 7.348 -1.489 -3.86 -0.70 -0.07 -0.0428
C 0.175 6.652 -0.320 3.70 1.71 -1.71 -0.0346
C 0.496 5.285 -0.422 -2.38 4.71 17.44 -0.1331
N 0.653 1.005 -0.867 -1.70 -1.24 -4.95 0.0061
C 0.607 0.247 -2.062 -3.70 2.88 -2.97 -0.1546
C -0.435 0.533 -3.191 2.25 2.69 7.72 -0.0319
C -0.511 -0.010 -4.328 5.91 -6.69 -3.29 -0.0481
C 0.584 -1.073 -4.594 -1.41 3.26 3.90 0.0266
C 1.455 -1.286 -3.511 -1.45 -3.37 -7.37 -0.1094
C 1.493 -0.661 -2.341 2.44 -1.68 1.78 -0.1317
H -0.410 -4.418 0.107 0.32 0.72 -0.60 0.0513
H 1.125 -4.574 0.850 7.49 3.15 0.52 -0.0521
H 0.238 -5.904 0.515 0.09 -1.10 0.14 0.0496
H -1.470 -5.189 1.891 -7.49 -3.60 -2.33 0.0138
H -0.051 -5.370 2.845 -1.48 0.58 0.59 0.1217
H -2.896 -3.569 2.796 0.05 -0.01 -1.32 0.1119
H -2.268 -2.194 3.338 -1.60 7.91 0.96 0.0255
H -1.413 -3.594 5.141 8.35 2.51 5.98 -0.0699
H -2.170 -5.134 4.556 0.38 3.80 0.13 0.1512
H -3.099 -3.730 5.209 -0.30 0.73 0.21 0.0523
H 1.350 -3.269 2.907 -1.26 1.76 -0.47 0.1630
H 0.532 -2.528 4.060 -0.12 0.89 9.75 0.0110
H -0.620 -0.678 2.595 -0.38 -0.16 0.00 0.0628
H 1.202 -0.740 2.945 -1.96 0.21 -1.73 0.1220
H 0.594 2.701 -2.698 -0.02 3.21 4.26 0.2434
H 0.563 4.876 -3.499 0.30 -3.62 -5.01 0.0584
H 0.479 7.173 -3.575 -0.26 0.23 -1.47 0.1031
H 0.068 8.355 -1.620 0.84 0.46 0.37 0.0904
H 0.352 7.140 0.625 -0.89 0.11 0.35 0.1015
H 0.344 4.593 0.495 0.71 1.78 -0.60 0.1445
H -1.035 1.372 -3.014 -1.22 1.03 0.69 0.0926
H -1.099 0.200 -5.102 -2.71 1.21 -2.65 0.0644
H 0.831 -1.544 -5.500 -0.42 -0.56 -1.14 0.0755
H 2.058 -2.151 -3.836 0.60 0.68 1.18 0.1193
H 2.286 -1.104 -1.783 0.34 0.73 1.42 0.1140